Computed, not measured: a structure of composition C5H7KO3 at a distorted geometry, with wB97M-V/def2-TZVPD.

Its spin multiplicity is 2. The value obtained for the energy relative to the best compared isomer or geometry (same formula, charge and spin) is 0.0000 eV. The molecular weight is 154.2 g mol⁻¹. The value obtained for the electronic energy is -1020.04446 Ha. As for the charge: +1. The calculation puts the maximum force at 0.0710 Eh/bohr.

CARTESIAN COORDINATES (ANGSTROEM)
K  -0.96  2.29  4.49
O  -1.45  0.82  1.62
O  -0.72  -0.89  0.35
O  0.66  0.15  1.83
C  0.03  -1.97  0.34
C  1.81  -0.41  -1.52
C  0.56  -2.64  -0.84
C  -0.52  0.06  1.42
C  1.83  -1.41  -0.50
H  0.97  -3.63  -0.63
H  1.81  -0.68  0.61
H  2.73  -2.05  -0.50
H  0.00  -2.42  -1.75
H  1.36  0.57  -1.34
H  0.29  -2.34  1.34
H  2.32  -0.58  -2.47


Computed, not measured: a structure of composition C5H7LiO3Pt at a distorted geometry, with wB97M-V/def2-TZVPD.

Its spin multiplicity is 4. The molecular weight is 317.1 g mol⁻¹. The value obtained for the electronic energy is -545.71781 Ha. As for the charge: +3. The calculation puts the maximum force at 0.2455 Eh/bohr.

CARTESIAN COORDINATES (ANGSTROEM)
Pt  -0.35  2.83  -0.90
O  0.98  0.09  -0.39
O  -0.86  -0.69  0.56
O  -0.82  1.35  -0.32
C  -4.04  -0.43  0.11
C  3.35  0.37  -0.02
C  2.02  0.09  0.54
C  -3.33  -0.43  -0.88
C  -0.25  0.30  -0.02
Li  -0.63  -2.66  0.07
H  -4.77  -0.56  0.89
H  -1.53  -0.38  1.28
H  4.08  0.46  0.79
H  1.86  -0.63  1.36
H  -2.70  -0.56  -1.75
H  3.34  1.30  -0.61
H  3.67  -0.45  -0.69


Computed, not measured: a structure of composition C5H7LiO3Tb at a distorted geometry, with wB97M-V/def2-TZVPD.

Its spin multiplicity is 8. The molecular weight is 281.0 g mol⁻¹. The value obtained for the electronic energy is -1250.45581 Ha. As for the charge: +4. The calculation puts the maximum force at 0.1182 Eh/bohr.

CARTESIAN COORDINATES (ANGSTROEM)
Tb  -1.69  -0.29  -2.75
O  -0.75  -0.77  0.21
O  0.93  0.70  0.58
O  -0.46  0.89  -1.15
C  1.72  2.90  -1.21
C  -1.12  -3.09  0.82
C  -0.19  -1.95  0.74
C  -0.03  0.26  -0.12
C  0.46  2.99  -1.24
Li  0.58  1.80  2.24
H  2.57  3.53  -0.99
H  -0.35  3.55  -0.79
H  0.64  -1.78  1.42
H  -0.54  -4.02  0.78
H  -1.69  -3.06  1.76
H  1.73  1.43  -0.28
H  -1.83  -3.09  -0.03


Computed, not measured: a cluster of 2 separate species, C5H7N in total at a distorted geometry, with wB97M-V/def2-TZVPD.

The value obtained for the energy relative to the best compared isomer or geometry (same formula, charge and spin) is 7.6138 eV. The molecular weight is 81.1 g mol⁻¹. The value obtained for the electronic energy is -249.19344 Ha. As for the charge: 0. The calculation puts the maximum force at 0.0737 Eh/bohr.

CARTESIAN COORDINATES (ANGSTROEM)
N  2.69  0.26  0.39
C  -0.64  -1.53  -0.03
C  -1.45  0.84  0.77
C  -0.69  -0.06  0.00
C  1.80  0.88  -0.12
C  -1.63  0.94  -0.56
H  -1.59  -1.96  0.64
H  -1.81  1.20  1.69
H  0.32  -1.82  0.53
H  1.80  1.59  -0.98
H  3.74  0.13  0.11
H  -0.63  -2.05  -1.10
H  -1.91  1.59  -1.33


Computed, not measured: an isolated molecule of C5H7N at a distorted geometry, with wB97M-V/def2-TZVPD.

The value obtained for the energy relative to the best compared isomer or geometry (same formula, charge and spin) is 3.7355 eV. The molecular weight is 81.1 g mol⁻¹. The value obtained for the electronic energy is -249.33596 Ha. As for the charge: 0. The calculation puts the maximum force at 0.0302 Eh/bohr.

CARTESIAN COORDINATES (ANGSTROEM)
N  -0.39  -0.53  0.50
C  -0.39  1.83  -0.22
C  -0.20  -0.60  -0.93
C  -1.01  2.63  -0.87
C  0.43  -1.31  1.37
C  0.30  0.56  -0.11
H  1.40  0.62  -0.07
H  0.49  -0.76  2.32
H  -0.04  -2.28  1.53
H  1.45  -1.43  0.97
H  0.58  -1.27  -1.31
H  -1.10  -0.59  -1.55
H  -1.54  3.14  -1.64


Computed, not measured: a cluster of 2 separate species, C5H7N in total at a distorted geometry, with wB97M-V/def2-TZVPD.

The value obtained for the energy relative to the best compared isomer or geometry (same formula, charge and spin) is 3.6446 eV. The molecular weight is 81.1 g mol⁻¹. The value obtained for the electronic energy is -249.33930 Ha. As for the charge: 0. The calculation puts the maximum force at 0.0510 Eh/bohr.

CARTESIAN COORDINATES (ANGSTROEM)
N  3.48  -1.11  0.08
C  -1.22  -0.54  0.64
C  1.81  0.86  0.11
C  2.69  -0.27  0.12
C  -1.81  -1.60  -0.25
C  -1.99  -0.14  -0.31
H  0.98  0.54  -0.48
H  -1.25  -2.07  -0.98
H  2.34  1.76  -0.11
H  -0.70  -0.36  1.59
H  -2.71  -2.17  0.01
H  -2.39  0.63  -1.02
H  1.36  0.90  1.05


Computed, not measured: an isolated molecule of C5H7N, with wB97M-V/def2-TZVPD.

The value obtained for the energy relative to the best compared isomer or geometry (same formula, charge and spin) is 5.2202 eV. The molecular weight is 81.1 g mol⁻¹. The value obtained for the electronic energy is -249.28140 Ha. As for the charge: 0. The calculation puts the maximum force at 0.0090 Eh/bohr.

CARTESIAN COORDINATES (ANGSTROEM)
N  0.80  0.14  0.51
C  0.68  -0.41  -0.72
C  -0.29  0.61  1.32
C  -0.28  -1.27  -1.20
C  0.70  1.57  0.72
C  -1.29  -1.80  -0.37
H  -0.22  0.39  2.38
H  -0.17  -1.44  -2.28
H  0.37  2.15  -0.14
H  1.46  2.03  1.33
H  -1.28  0.51  0.88
H  -1.95  -2.41  -1.03
H  1.48  -0.07  -1.39


Computed, not measured: a cluster of 2 separate species, C5H7N in total at a distorted geometry, with wB97M-V/def2-TZVPD.

The value obtained for the energy relative to the best compared isomer or geometry (same formula, charge and spin) is 6.4790 eV. The molecular weight is 81.1 g mol⁻¹. The value obtained for the electronic energy is -249.23514 Ha. As for the charge: 0. The calculation puts the maximum force at 0.1224 Eh/bohr.

CARTESIAN COORDINATES (ANGSTROEM)
N  0.56  2.23  -0.47
C  -0.34  1.46  0.26
C  1.25  -0.51  0.56
C  -1.03  -0.91  -0.39
C  0.51  1.10  -1.10
C  0.06  0.10  0.02
H  1.99  0.36  0.69
H  1.15  -0.91  1.63
H  -1.79  -1.04  0.48
H  1.59  -1.31  0.06
H  -1.68  -0.69  -1.29
H  -1.84  1.95  0.07
H  -0.41  -1.83  -0.51


Computed, not measured: an isolated molecule of C5H7N, with wB97M-V/def2-TZVPD.

The value obtained for the energy relative to the best compared isomer or geometry (same formula, charge and spin) is 2.0199 eV. The molecular weight is 81.1 g mol⁻¹. The value obtained for the electronic energy is -249.39901 Ha. As for the charge: 0. The calculation puts the maximum force at 0.0166 Eh/bohr.

CARTESIAN COORDINATES (ANGSTROEM)
N  -1.65  0.36  -0.05
C  0.57  1.09  -0.49
C  -0.71  -0.46  0.72
C  1.15  -0.09  -0.69
C  0.55  -1.16  0.19
C  -0.49  1.00  0.56
H  1.16  -1.43  1.06
H  -1.47  0.37  -1.06
H  -0.62  1.75  1.34
H  0.38  -2.08  -0.38
H  0.52  1.88  -1.24
H  -1.21  -0.92  1.57
H  1.82  -0.32  -1.52


Computed, not measured: an isolated molecule of C5H7N, with wB97M-V/def2-TZVPD.

The value obtained for the energy relative to the best compared isomer or geometry (same formula, charge and spin) is 3.7223 eV. The molecular weight is 81.1 g mol⁻¹. The value obtained for the electronic energy is -249.33645 Ha. As for the charge: 0. The calculation puts the maximum force at 0.0078 Eh/bohr.

CARTESIAN COORDINATES (ANGSTROEM)
N  -0.22  0.89  0.09
C  2.72  -0.44  -1.00
C  -1.86  -0.83  0.71
C  0.98  1.38  -0.31
C  -0.73  -0.31  -0.10
C  1.96  0.46  -0.72
H  -0.79  1.53  0.64
H  -1.52  -1.67  1.32
H  -2.26  -0.08  1.40
H  -2.69  -1.20  0.09
H  -0.17  -0.95  -0.77
H  1.16  2.44  -0.18
H  3.43  -1.22  -1.17


Computed, not measured: an isolated molecule of C5H7N at a distorted geometry, with wB97M-V/def2-TZVPD.

The value obtained for the energy relative to the best compared isomer or geometry (same formula, charge and spin) is 4.1134 eV. The molecular weight is 81.1 g mol⁻¹. The value obtained for the electronic energy is -249.32207 Ha. As for the charge: 0. The calculation puts the maximum force at 0.0195 Eh/bohr.

CARTESIAN COORDINATES (ANGSTROEM)
N  0.82  -0.07  -0.46
C  0.04  -1.23  -0.20
C  -1.31  0.67  -0.10
C  1.90  0.08  0.35
C  -1.19  -0.83  0.09
C  0.02  0.97  -0.74
H  -1.34  1.20  0.88
H  2.59  -0.74  0.45
H  0.55  -2.18  -0.22
H  1.67  0.70  1.21
H  0.41  1.92  -1.05
H  -1.97  -1.48  0.44
H  -2.20  0.99  -0.64


Computed, not measured: an isolated molecule of C5H7N at a distorted geometry, with wB97M-V/def2-TZVPD.

The value obtained for the energy relative to the best compared isomer or geometry (same formula, charge and spin) is 3.7292 eV. The molecular weight is 81.1 g mol⁻¹. The value obtained for the electronic energy is -249.33619 Ha. As for the charge: 0. The calculation puts the maximum force at 0.0260 Eh/bohr.

CARTESIAN COORDINATES (ANGSTROEM)
N  0.36  0.97  0.55
C  -0.25  -0.36  1.02
C  -0.87  1.02  -0.42
C  0.47  -1.03  -0.10
C  1.42  0.15  -0.13
C  -0.94  -0.47  -0.30
H  0.65  -2.09  -0.23
H  -0.62  -0.58  2.02
H  -1.57  1.56  0.22
H  -1.01  1.44  -1.44
H  2.28  -0.04  0.53
H  -1.69  -1.16  -0.66
H  1.77  0.58  -1.07


Computed, not measured: a cluster of 2 separate species, C5H7N in total at a distorted geometry, with wB97M-V/def2-TZVPD.

The value obtained for the energy relative to the best compared isomer or geometry (same formula, charge and spin) is 2.0099 eV. The molecular weight is 81.1 g mol⁻¹. The value obtained for the electronic energy is -249.39937 Ha. As for the charge: 0. The calculation puts the maximum force at 0.0222 Eh/bohr.

CARTESIAN COORDINATES (ANGSTROEM)
N  -2.58  0.72  -0.15
C  -1.56  1.23  -0.34
C  0.03  -1.85  -0.35
C  0.80  1.56  0.08
C  0.45  -1.78  0.91
C  -0.31  1.88  -0.59
H  -0.99  -1.57  -0.62
H  0.68  -2.18  -1.16
H  1.46  -2.05  1.19
H  0.81  0.79  0.83
H  -0.21  -1.45  1.71
H  1.74  2.06  -0.14
H  -0.31  2.64  -1.36


Computed, not measured: an isolated molecule of C5H7N at a distorted geometry, with wB97M-V/def2-TZVPD.

The value obtained for the energy relative to the best compared isomer or geometry (same formula, charge and spin) is 2.9306 eV. The molecular weight is 81.1 g mol⁻¹. The value obtained for the electronic energy is -249.36554 Ha. As for the charge: 0. The calculation puts the maximum force at 0.0222 Eh/bohr.

CARTESIAN COORDINATES (ANGSTROEM)
N  1.15  -0.83  0.42
C  0.13  1.05  -0.79
C  -0.07  -0.10  0.09
C  0.52  -0.01  1.45
C  0.53  1.78  -1.66
C  -1.32  -0.92  -0.20
H  0.99  0.93  1.72
H  -2.22  -0.36  0.07
H  1.98  -0.35  0.06
H  0.92  2.34  -2.48
H  -1.37  -1.15  -1.28
H  -1.25  -1.85  0.37
H  0.03  -0.57  2.24


Computed, not measured: an isolated molecule of C5H7N, with wB97M-V/def2-TZVPD.

The value obtained for the energy relative to the best compared isomer or geometry (same formula, charge and spin) is 2.8728 eV. The molecular weight is 81.1 g mol⁻¹. The value obtained for the electronic energy is -249.36767 Ha. As for the charge: 0. The calculation puts the maximum force at 0.0095 Eh/bohr.

CARTESIAN COORDINATES (ANGSTROEM)
N  0.09  1.10  -0.24
C  -0.78  -0.08  0.01
C  -0.69  -0.50  1.48
C  1.06  0.70  -1.04
C  -0.24  -1.20  -0.82
C  0.91  -0.64  -1.40
H  -1.45  -1.25  1.71
H  1.61  -1.16  -2.04
H  -0.03  2.04  0.11
H  -1.81  0.20  -0.28
H  1.84  1.40  -1.34
H  -0.81  0.35  2.17
H  0.29  -0.95  1.66


Computed, not measured: an isolated molecule of C5H7N, with wB97M-V/def2-TZVPD.

The value obtained for the energy relative to the best compared isomer or geometry (same formula, charge and spin) is 2.8949 eV. The molecular weight is 81.1 g mol⁻¹. The value obtained for the electronic energy is -249.36685 Ha. As for the charge: 0. The calculation puts the maximum force at 0.0117 Eh/bohr.

CARTESIAN COORDINATES (ANGSTROEM)
N  -0.57  1.50  0.25
C  -0.95  0.31  -0.49
C  1.57  0.15  -0.21
C  0.41  0.90  -0.67
C  2.52  -0.48  0.18
C  -1.18  -0.95  0.32
H  -1.19  -1.86  -0.29
H  -0.33  1.28  1.21
H  -2.16  -0.86  0.82
H  3.38  -1.00  0.56
H  -1.68  0.46  -1.30
H  0.60  1.60  -1.48
H  -0.41  -1.05  1.09


Computed, not measured: an isolated molecule of C5H7N at a distorted geometry, with wB97M-V/def2-TZVPD.

The value obtained for the energy relative to the best compared isomer or geometry (same formula, charge and spin) is 3.9992 eV. The molecular weight is 81.1 g mol⁻¹. The value obtained for the electronic energy is -249.32627 Ha. As for the charge: 0. The calculation puts the maximum force at 0.0539 Eh/bohr.

CARTESIAN COORDINATES (ANGSTROEM)
N  1.67  -1.04  -0.22
C  2.01  0.26  0.33
C  1.05  0.16  -0.81
C  -1.38  -0.18  0.07
C  -0.43  0.42  -0.59
C  -2.61  -0.28  0.52
H  -2.91  0.27  1.41
H  3.04  0.57  0.17
H  -3.34  -0.85  -0.03
H  -1.16  1.25  -0.72
H  1.60  0.55  1.30
H  1.00  -1.52  0.37
H  1.46  0.37  -1.80